266
Properties=species:S:1:pos:R:3:forces:R:3:mulliken_charge:R:1 method="wB97M-V/def2-TZVPD" energy_ev=-101024.3096 de_lowest_kj_mol=489.6 mol_weight_g_mol=1259.31 e_lumo_ev=0.45 orbital_gap_ev=8.2
O -26.484597 6.772979 28.598654 0.097 2.616 2.578 -0.572
O -23.045111 3.315716 27.111554 0.001 1.585 0.618 -0.750
N -27.098635 8.041890 30.459156 0.004 -0.111 -0.449 0.493
N -18.432259 6.687632 37.866193 -0.410 -0.675 1.020 0.426
N -28.484076 7.341844 33.791800 1.613 1.280 -0.540 1.235
N -24.816786 8.942518 39.798193 0.490 -0.102 -0.381 0.206
N -30.577987 3.508087 31.505718 -0.637 0.627 0.015 1.224
N -24.003154 -4.028521 32.346372 -1.861 1.400 -0.168 0.097
N -29.171032 -1.308714 27.894988 1.127 0.951 1.548 0.059
N -14.712666 1.925287 35.416722 -0.289 -1.206 -0.096 0.216
N -23.694162 3.047523 32.214065 0.794 -0.284 -0.764 0.583
N -21.191257 7.911606 32.374061 -1.808 0.136 -1.994 1.220
N -24.654876 4.809111 27.721009 2.736 -0.478 0.314 0.209
N -25.747768 2.493006 37.756001 0.255 0.574 2.676 -0.007
N -17.502830 0.749382 27.902897 0.706 -1.649 0.313 0.020
C -18.416620 -0.306200 28.349135 -0.843 1.144 1.786 -0.360
C -23.331047 4.390634 27.668063 -0.937 -1.419 -0.607 0.329
C -29.282782 4.559308 29.629103 0.166 0.511 0.004 -0.555
C -24.746953 -2.713630 32.168797 0.149 -0.821 0.343 -0.874
C -25.011187 9.009590 42.300591 -0.406 0.468 0.108 -1.435
C -26.804774 9.314567 38.175298 1.196 1.086 1.349 -0.841
C -28.192102 -0.472635 30.140280 0.561 -0.372 0.213 -0.745
C -26.659031 -1.028206 27.369559 -0.978 -0.619 -0.162 -1.298
C -30.427368 -1.418329 27.191616 0.245 -1.187 -0.980 -0.444
C -17.241963 5.859288 38.078430 0.314 0.969 0.520 -0.516
C -22.813183 4.116789 32.730262 -0.815 -0.384 1.158 0.057
C -27.492365 7.686576 34.898993 -2.331 -0.389 -1.395 -0.976
C -25.924973 9.177640 28.558578 -0.332 0.021 0.855 -1.193
C -23.979905 -1.570563 32.816601 -0.064 0.100 -1.306 -0.667
C -25.039888 3.495290 32.020299 -1.053 -0.255 0.959 0.395
C -16.380383 2.662588 33.859563 -0.587 -0.973 -0.597 -1.235
C -23.005349 8.288454 30.548782 -0.903 0.170 0.365 -1.330
C -28.125854 -0.768674 27.021459 -0.152 -0.829 -1.364 -0.368
C -19.281180 6.301857 32.129965 -1.002 -1.785 -0.610 -1.345
C -19.801202 7.638323 32.581617 0.756 -1.063 1.129 0.045
C -19.908363 4.866556 36.948039 1.481 0.346 -0.022 -1.242
C -13.354616 -0.091543 34.717209 -1.433 0.808 -1.163 -1.256
C -14.730018 0.427196 35.308596 2.811 0.300 0.684 -0.632
C -29.908912 3.343527 30.261039 2.431 -0.621 -1.178 0.064
C -16.528771 6.194574 39.389142 -0.066 -0.641 -0.622 -1.535
C -22.253701 5.252772 28.364270 -0.716 -0.860 -0.974 0.149
C -22.345502 -4.095676 34.113766 -0.432 -0.257 0.114 -1.140
C -23.134999 2.384671 31.017631 0.462 -0.650 0.613 1.022
C -21.917570 1.546355 31.444627 0.049 0.389 0.581 -1.623
C -16.679182 0.269311 26.768543 -0.922 -0.173 -0.505 -0.835
C -29.996748 9.352411 34.036028 -0.085 0.582 1.539 -1.507
C -28.544784 5.927763 33.544096 -1.395 -1.852 0.264 0.085
C -26.505570 7.859712 29.265113 0.240 0.028 -3.443 0.647
C -23.005242 4.301284 34.260478 -0.077 -0.618 1.087 -0.778
C -26.024525 2.398845 31.584722 0.207 0.615 0.610 -0.584
C -31.110274 2.199898 33.614564 0.320 -1.174 -0.821 -1.716
C -23.856335 -4.203533 33.808424 0.774 -0.540 -0.294 -0.625
C -18.902483 2.570044 28.990756 -0.197 -0.410 0.012 -0.994
C -29.193676 5.080914 34.678553 -0.344 -1.015 0.316 -1.119
C -26.899922 1.621093 35.756107 -0.983 -0.690 -0.465 -1.614
C -26.125185 7.188638 34.558091 0.787 -0.039 0.648 -0.161
C -25.747771 4.049601 27.191576 -1.618 0.891 -0.175 -0.894
C -29.843257 7.850979 34.024879 0.735 -0.466 -0.060 -0.428
C -22.718016 7.925430 38.700766 -0.251 -0.641 0.458 -0.655
C -24.095860 3.050378 39.653894 0.000 0.284 -0.918 -1.477
C -22.258521 8.783845 34.422119 0.537 -0.025 -0.659 -0.214
C -30.339453 -2.652362 26.228769 -0.514 0.593 -0.119 -1.205
C -31.927502 4.036826 31.158565 -0.719 0.348 1.330 -0.621
C -17.579626 -0.240716 25.610832 0.077 -0.129 -0.587 -0.955
C -25.271003 9.608477 38.567035 -0.615 -1.698 -1.032 -0.057
C -13.869633 2.327902 36.545246 -0.349 1.824 -0.647 -0.363
C -26.901960 2.343825 38.699332 -1.107 0.265 -1.352 -0.782
C -18.194463 8.127648 37.819850 0.286 -1.091 -1.151 -0.341
C -25.218027 9.751095 40.934386 0.317 -1.394 1.530 -0.460
C -24.880586 3.526045 38.375062 0.334 -0.346 0.503 -0.076
C -19.419101 8.979074 37.869181 -0.385 0.783 0.476 -0.890
C -24.795026 -5.051037 31.648861 -0.567 -0.432 0.225 -0.544
C -27.494599 9.359521 30.993389 -0.197 -0.982 0.591 -0.950
C -18.107974 2.049428 27.808205 1.282 0.980 -1.119 -0.590
C -21.643707 9.088395 33.052254 0.327 1.718 1.607 -1.386
C -19.053521 6.186442 36.662547 -1.595 -1.462 -0.445 0.842
C -17.837867 -1.648136 28.692486 1.056 0.195 -0.110 -1.415
C -16.074548 2.494727 35.339449 0.719 0.759 -0.705 0.137
C -23.331036 8.661944 39.866498 -1.229 0.629 -0.141 -0.753
C -26.125921 2.743605 36.373251 1.014 0.729 0.423 0.813
C -21.553302 8.045806 30.966383 0.178 -0.272 -1.070 -0.579
C -24.258337 -6.479785 31.791599 1.152 0.846 -0.010 -1.211
C -30.481138 2.199959 32.184754 -1.042 0.950 1.254 0.050
C -32.769168 4.705898 32.260480 -0.256 -0.754 1.018 -1.068
C -13.712696 3.886568 36.618467 -0.854 -0.341 0.169 -1.108
C -29.270402 -0.421831 29.081314 -0.851 -0.309 -1.199 -0.915
C -27.939059 3.626639 38.861566 1.406 -1.329 -0.603 -0.724
H -26.661590 9.772914 31.561975 0.066 0.579 -0.530 0.349
H -18.683576 2.169664 26.890416 -0.588 -0.114 -0.217 0.320
H -23.283539 2.370113 39.398012 -0.194 -0.240 -0.026 0.343
H -27.303098 9.368541 39.143203 -0.591 -0.308 -0.240 0.384
H -26.850335 1.521371 34.671813 0.301 0.657 -0.183 0.225
H -25.012192 9.568806 29.007930 0.556 -0.880 0.005 0.166
H -24.080011 -1.451364 33.895432 0.098 -0.107 -0.167 0.384
H -31.052247 9.617880 34.095563 -0.129 -0.098 -0.404 0.433
H -21.854307 6.018688 27.699481 -0.481 0.331 0.005 0.605
H -16.115909 3.533407 35.667372 0.335 -0.175 0.849 -0.301
H -22.037267 -4.520262 35.069181 -0.204 0.023 0.159 0.396
H -21.221315 7.137225 30.464017 0.148 0.113 -0.114 -0.116
H -30.095371 7.378794 34.974392 -0.910 0.527 0.434 0.482
H -28.352771 4.358318 29.097334 -0.175 -0.504 -0.289 0.026
H -21.032451 2.135735 31.684014 0.255 0.166 -0.789 0.356
H -22.245276 9.822921 32.516814 -0.554 -0.819 -0.731 0.466
H -23.046258 5.015900 32.159841 0.402 0.503 0.062 -0.108
H -18.728567 0.014436 29.343107 -0.500 0.463 -0.014 0.300
H -19.125771 4.113529 37.040775 -0.192 -0.378 0.274 0.214
H -16.833276 1.929066 35.880255 -0.066 -0.216 0.093 0.295
H -18.831428 3.649434 29.124772 0.138 0.055 -0.355 0.399
H -25.451981 7.582436 35.319539 0.238 -0.140 0.117 0.173
H -19.948806 2.337729 28.792417 -0.128 -0.089 0.582 0.212
H -18.222092 6.121356 32.313980 -0.014 0.424 0.073 0.506
H -30.937044 1.440178 31.549946 -0.402 -0.403 0.019 0.244
H -28.711592 -0.378360 31.093878 0.449 0.382 0.204 0.423
H -24.262198 -5.172757 34.098206 0.179 -0.109 0.072 0.527
H -24.718073 2.619147 40.438116 -0.149 -0.169 -0.302 0.366
H -27.966119 1.718462 35.960665 -0.107 -0.175 0.218 0.332
H -32.533149 3.235444 30.735386 -0.108 -0.177 -0.412 0.342
H -21.371415 8.472781 34.973820 -0.534 -0.436 0.736 -0.164
H -21.834961 -4.649450 33.325871 0.129 0.110 0.059 0.270
H -28.265445 0.258139 26.683428 -0.354 0.763 0.680 0.383
H -23.166441 6.938521 38.586587 -0.187 0.010 -0.323 0.192
H -23.734851 7.964961 31.291258 -0.053 -0.386 0.003 0.153
H -26.066669 2.308205 30.499322 -0.209 -0.241 0.119 0.414
H -15.597348 -0.032982 34.835221 0.099 0.519 -0.307 0.476
H -18.182573 0.541304 25.149324 -0.327 0.354 0.661 0.297
H -17.247803 2.693368 27.625042 0.096 0.375 0.122 0.364
H -17.108684 -0.594157 24.693562 0.898 -0.277 0.308 0.420
H -27.649371 5.343957 33.330758 0.714 1.026 -0.103 -0.548
H -23.838299 1.682004 30.570701 -0.400 0.016 0.450 0.312
H -26.623162 3.713241 36.347713 -0.603 0.193 -0.524 0.172
H -19.494556 6.015792 31.100046 0.262 0.482 -0.360 0.376
H -26.423838 4.808301 26.797339 -0.208 0.011 -0.272 0.346
H -12.457592 0.180704 35.273380 -0.366 -0.169 0.438 0.287
H -22.686861 3.422569 34.821372 0.287 -0.689 -0.537 0.352
H -17.436503 2.751707 33.605063 -0.228 0.323 0.346 0.349
H -27.487382 7.188235 30.833650 -0.215 0.167 0.306 -0.168
H -28.291866 3.903089 37.867994 -0.256 -0.209 -0.059 -0.002
H -13.433497 -1.168515 34.568910 0.267 -0.002 0.060 0.400
H -22.432537 5.038180 34.823583 0.235 0.727 -0.877 0.538
H -19.628498 6.896509 36.068153 -0.217 0.431 0.606 -0.812
H -18.546796 2.137261 29.925787 -0.185 -0.150 0.027 0.359
H -28.791501 3.401127 39.502349 0.096 -0.294 -0.103 0.410
H -25.408397 3.850606 32.982615 0.108 -0.059 0.408 -0.447
H -12.825690 2.044291 36.411746 -0.288 -0.835 -0.174 0.256
H -28.269039 9.241310 31.751272 0.055 -0.555 -0.121 -0.064
H -14.569752 4.404506 37.048930 -0.040 -0.213 0.525 0.018
H -25.584352 9.540967 43.060339 -0.199 0.073 0.014 0.431
H -19.715643 9.219736 38.890085 0.103 -0.020 0.158 0.361
H -27.221791 10.103991 37.549998 0.196 0.231 0.031 0.307
H -17.501017 4.802356 38.140794 -0.328 0.095 -0.066 0.215
H -24.729085 9.147683 37.741155 0.377 0.420 -0.008 -0.186
H -17.751485 8.258297 36.832539 0.586 0.656 -0.291 0.316
H -26.973427 2.707052 32.023694 -0.422 -0.011 -0.562 -0.037
H -16.092973 1.745191 33.345853 0.297 0.096 -0.255 0.343
H -27.989982 7.256894 35.768389 0.737 -0.201 0.726 0.377
H -14.603212 -0.042399 36.284042 -1.016 0.226 0.781 0.360
H -17.286129 -2.000444 27.820953 -0.190 -0.915 0.295 0.276
H -28.266405 -1.258216 26.057778 -0.001 -0.446 -0.052 0.448
H -24.443291 -3.465328 34.354921 0.037 -0.005 0.059 0.346
H -29.145976 5.794388 32.644718 -0.194 -0.119 -0.043 0.287
H -17.504294 8.524253 38.564480 0.094 -0.585 0.036 0.320
H -24.192885 3.944337 37.640082 0.231 -0.256 -0.099 0.334
H -19.770525 7.490529 33.661122 0.630 0.842 0.302 -0.240
H -23.283532 9.320046 30.333015 0.527 0.444 0.551 0.647
H -18.550717 -2.329857 29.156391 -0.333 -0.111 -0.814 0.411
H -30.551289 7.466420 33.290764 0.348 -0.442 -0.255 0.061
H -23.261281 7.867891 29.576307 0.267 -0.703 0.129 0.558
H -16.030825 -0.499668 27.188553 -0.189 -0.320 -0.237 0.378
H -25.037389 10.670780 38.638107 -0.238 0.326 -0.336 0.355
H -25.748307 7.576724 33.611808 -0.286 0.023 -0.170 0.045
H -31.881194 4.878475 30.467492 0.809 -0.534 -0.635 0.352
H -26.569782 0.632614 36.075505 0.107 0.114 0.495 0.456
H -25.851868 -5.082025 31.913856 -0.435 0.394 0.580 0.365
H -24.161688 -6.837189 32.816797 -0.270 0.305 0.177 0.283
H -27.388624 1.487309 38.232810 -0.960 0.230 0.193 0.463
H -26.645628 -2.072841 27.680468 0.408 0.016 0.374 0.329
H -30.691677 -0.502292 26.663287 0.122 0.327 -0.439 0.378
H -15.956505 0.962399 26.337882 -0.318 0.731 0.447 0.396
H -32.173452 1.973586 33.533707 -0.112 0.573 0.246 0.446
H -33.760512 5.036504 31.950565 0.171 0.168 -0.850 0.474
H -15.850712 3.514272 33.432736 0.125 -0.169 0.048 0.279
H -19.346688 -0.352214 27.782604 -0.049 -0.215 -0.538 0.408
H -24.785978 -7.273349 31.262490 -0.003 0.416 -0.363 0.391
H -26.470862 10.106067 28.726305 -0.980 -0.366 0.048 0.419
H -28.907872 5.188971 30.435984 -0.571 0.673 -0.101 -0.356
H -18.240455 -1.057095 25.902272 -0.057 0.136 0.181 0.250
H -30.308380 -2.376944 25.174594 -0.257 0.122 -0.031 0.315
H -27.495021 4.548124 39.238120 0.342 -0.260 0.251 0.280
H -27.027634 8.385088 37.651360 0.525 -0.196 0.399 -0.041
H -31.230973 -3.250384 26.417583 0.112 -0.236 -0.319 0.349
H -17.297809 5.961927 40.125733 0.431 0.383 0.555 0.357
H -29.039658 2.708546 30.432170 -0.094 -0.425 0.208 -0.314
H -32.293341 5.571891 32.720644 0.257 -0.117 0.008 -0.049
H -29.512481 9.962400 33.273475 -0.030 -0.487 -0.247 0.258
H -30.860477 3.050267 34.249054 -0.372 0.109 -0.513 0.271
H -25.813057 9.123608 27.475682 0.088 -0.692 0.248 0.329
H -30.462664 2.843679 29.466299 -0.664 -0.427 0.094 0.231
H -22.102474 1.149826 32.442964 -0.549 -0.480 -0.100 0.329
H -22.773939 8.506358 37.780175 0.107 -0.202 -0.029 0.124
H -22.024407 -3.054471 34.083918 0.052 -0.079 -0.072 0.244
H -22.934066 3.047061 30.175624 0.380 0.521 0.001 -0.988
H -15.677102 5.522207 39.492495 -0.079 -0.186 0.210 0.402
H -19.058895 9.896739 37.404163 -0.691 0.360 -0.064 0.442
H -24.819234 -4.697291 30.618142 0.247 -0.453 -0.270 0.369
H -20.452333 4.870033 37.892598 -0.054 0.383 -0.096 0.304
H -25.596728 3.343951 26.374675 0.831 0.075 0.433 0.357
H -26.283431 9.975654 40.883588 0.015 -0.004 -0.236 0.391
H -12.816374 4.150003 37.179985 -0.084 0.038 -0.007 0.425
H -13.683315 4.359227 35.636711 0.489 -0.448 -0.297 0.345
H -30.277628 4.972555 34.716035 -0.305 1.321 0.082 0.316
H -25.765295 -2.817284 32.543419 -0.241 -0.090 0.740 0.395
H -26.148251 -1.007112 26.406879 0.474 0.383 0.286 0.481
H -13.233957 0.403509 33.753636 0.112 -0.250 -0.289 0.326
H -21.678235 7.742456 38.971832 0.081 0.083 -0.238 0.243
H -28.787215 5.286675 35.668787 -0.185 0.398 0.082 0.144
H -26.228040 -0.365214 28.119751 0.079 -0.110 -0.195 0.068
H -17.143775 -1.509574 29.521421 0.515 0.149 -0.207 0.336
H -20.780184 9.730848 33.224539 0.485 0.172 0.315 0.421
H -22.692703 5.660391 29.274890 0.525 0.078 0.104 -0.395
H -19.828494 5.518970 32.654957 0.025 -0.146 0.362 0.072
H -25.468540 4.376884 38.719305 -0.274 0.249 -0.166 0.016
H -21.765657 3.830316 32.636887 -0.137 0.114 -0.492 0.063
H -22.712703 9.649521 34.904250 0.129 0.092 -0.043 0.552
H -18.280262 5.865218 35.964707 0.344 -0.036 -0.347 0.254
H -27.384873 0.248140 30.010045 -0.427 0.543 0.150 -0.470
H -26.357943 3.613149 27.982325 0.270 -0.557 0.164 0.065
H -26.012074 6.104516 34.557465 -0.110 0.018 0.002 -0.051
H -29.061481 4.000815 34.615229 1.123 -0.150 -0.673 0.024
H -25.378004 7.983187 42.306954 -0.130 0.012 -0.377 0.333
H -23.617004 3.904804 40.132188 -0.019 0.262 -0.168 0.366
H -30.243603 -0.614243 29.532937 0.024 -0.198 0.158 0.394
H -22.754872 9.585480 39.923177 -0.072 0.625 0.320 0.314
H -21.692456 0.726075 30.763042 0.139 0.205 -0.048 0.501
H -27.454595 8.759657 35.086489 -0.203 0.091 -0.377 0.372
H -24.284291 -0.660178 32.300236 -0.088 0.294 0.357 -0.080
H -20.333688 8.608329 37.406374 0.398 -0.086 -0.451 -0.197
H -16.609929 5.950431 37.195077 0.582 0.115 -0.223 0.486
H -24.900449 5.533604 28.380479 -0.163 0.159 -0.338 0.104
H -14.287921 1.885937 37.449566 0.287 0.155 0.563 0.412
H -22.954324 -1.740998 32.489088 0.246 0.251 0.482 0.272
H -25.201494 2.903327 35.818244 0.186 -0.136 0.039 -0.275
H -26.604415 1.910291 39.654118 0.370 0.618 0.048 0.437
H -24.014551 8.970346 42.740225 0.297 0.184 -0.564 0.352
H -29.361787 0.573331 28.646127 0.059 0.658 0.381 0.579
H -24.001528 4.383357 34.694978 -0.498 0.417 -0.819 -0.549
H -29.640891 9.727107 34.995758 0.361 0.201 0.045 0.360
H -29.436971 1.896561 32.260683 0.140 0.456 -0.053 -0.033
H -21.052663 8.906826 30.523551 0.814 0.059 -0.174 0.230
H -19.045629 8.341226 32.230730 -0.384 1.031 0.041 0.260
H -24.682278 10.699061 40.983538 0.204 0.390 -0.137 0.363
H -30.714610 1.336824 34.149965 0.159 -0.186 0.000 0.425
H -23.172167 8.136836 40.808379 0.030 -0.120 -0.167 0.370
H -29.977526 4.985906 28.905601 0.192 0.800 0.321 0.511
H -24.991603 -2.464740 31.136173 0.853 -0.320 -0.445 0.491
H -27.602093 -1.386653 30.207786 -0.537 -0.538 -0.281 0.510
H -16.103797 7.195129 39.468978 -0.431 0.057 0.015 0.380
H -29.455967 -3.275313 26.368396 -0.048 0.164 0.502 0.359
H -23.007783 8.000622 34.306945 0.148 -0.142 0.264 -0.154
H -20.538261 4.467008 36.153251 -0.083 0.617 -0.216 0.285
H -25.808656 1.456404 32.088028 0.298 -0.145 -0.275 -0.036
H -31.303320 -1.593858 27.816111 0.479 -0.017 0.694 0.398
H -21.405534 4.576807 28.472806 -0.154 -0.006 0.697 -0.116
H -27.958399 9.970713 30.219162 0.584 0.208 0.062 0.467
H -33.073057 4.005679 33.038581 0.496 -0.040 0.318 0.266
H -23.232563 -6.333285 31.453304 0.231 -0.856 -0.297 0.308
H -25.209763 4.385254 31.414323 0.493 0.300 -0.827 0.126